Version w
Computed, not measured: the molecule C2H4N2, with ωB97M-V with the def2-TZVPD basis set.

Last column: Löwdin charge in e.
CARTESIAN COORDINATES (ANGSTROEM)
C (-1.60991, -0.19057, -0.03612)  -0.04
N (-0.48965, 0.45919, -0.11493)  -0.04
N (0.65010, -0.56566, -0.07147)  -0.06
C (1.59569, 0.10444, 0.01780)  -0.18
H (-1.74699, -1.20311, 0.19059)  0.05
H (-2.38981, 0.58489, 0.01333)  0.07
H (1.31902, 1.17902, 0.19318)  0.08
H (2.67154, -0.36820, -0.19238)  0.12

Summary:
highest occupied orbital energy	-9.91	eV
Kohn-Sham gap	0.4046	hartree
spin multiplicity	1
LUMO energy	1.103	eV
structure (SMILES)	C=NN=C



Version x
Computed, not measured: a cluster of 2 separate species, C2H4N2 in total, with ωB97M-V with the def2-TZVPD basis set.

Last column: Löwdin charge in e.
CARTESIAN COORDINATES (ANGSTROEM)
C (0.19158, 0.97985, -0.11914)  -0.23
C (0.07151, -1.23035, 0.30417)  0.06
N (-0.61451, 1.41088, -1.21061)  0.06
N (-0.99138, 1.74399, -0.08721)  0.06
H (1.18934, 1.34371, 0.03930)  0.06
H (-0.92095, -1.44619, -0.04463)  0.00
H (0.18257, -1.18200, 1.37344)  0.00
H (0.89185, -1.61989, -0.25532)  -0.01

Summary:
highest occupied orbital energy	-9.35	eV
Kohn-Sham gap	0.3633	hartree
spin multiplicity	1
LUMO energy	0.539	eV



The most stable arrangement is version w, and the next structure is 1.537 eV less stable.